# 1
A 2-piece molecular cluster, C2H4OS2 overall in a non-equilibrium geometry, computed with wB97M-V/def2-TZVPD.

Output
- Kohn-Sham gap (alpha / beta): 6.86 / 7.32 eV
- HOMO energy (alpha / beta): -7.711 / -8.464 eV

Geometry (Å):
C 2.093 0.311 0.001
C -0.147 -1.119 -0.254
O 5.103 0.125 -1.284
S 4.657 -0.354 0.036
S 0.993 -0.395 0.957
H 1.810 0.291 -1.064
H 0.292 -1.971 -0.915
H -0.487 -0.365 -0.918
H -1.001 -1.676 0.175


# 2
C24H52Be2Cl3N3O7 as an isolated structure in a non-equilibrium geometry, computed with wB97M-V/def2-TZVPD.

Output
- Kohn-Sham gap (alpha / beta): 3.45 / 2.79 eV
- <S²>: 2.5542
- HOMO energy (alpha / beta): -16.476 / -17.744 eV
- Charge: +4
- Multiplicity: 3

Geometry (Å):
Be 3.856 -1.845 -0.687
Be 0.515 3.000 -0.911
C 2.110 8.265 -1.847
C 2.658 6.903 -1.432
C 1.622 6.158 -0.594
O 2.039 4.834 -0.195
C 3.042 4.840 0.833
N 3.024 6.235 -2.767
H 3.412 6.771 -3.550
H 3.535 5.352 -2.729
H 2.162 5.974 -3.264
H 2.762 8.785 -2.551
H 1.952 8.894 -0.972
H 1.165 8.265 -2.400
H 3.648 7.051 -1.002
H 0.778 6.111 -1.287
H 1.375 6.651 0.346
H 3.988 5.309 0.565
H 3.209 3.786 1.058
H 2.717 5.199 1.812
Cl 1.895 0.770 2.205
O 2.778 0.080 1.282
O 1.368 1.978 1.526
O 0.891 -0.084 2.719
O 2.720 1.212 3.289
C 0.930 -6.984 -0.875
C 0.839 -5.776 -1.786
C -0.492 -5.790 -2.576
C -1.638 -5.301 -1.714
C -1.368 -3.941 -1.114
C -0.115 -3.996 -0.239
N 0.977 -4.454 -1.101
O 2.146 -4.271 -0.597
C 0.051 -2.548 0.281
C -0.403 -4.777 1.100
C 1.949 -5.883 -2.853
H -0.077 -7.300 -0.606
H 1.679 -6.879 -0.091
H 1.324 -7.846 -1.417
H -0.371 -5.364 -3.574
H -0.766 -6.806 -2.876
H -1.940 -5.923 -0.865
H -2.538 -5.349 -2.333
H -2.244 -3.667 -0.524
H -1.237 -3.228 -1.935
H -0.879 -2.252 0.759
H 0.954 -2.273 0.822
H 0.101 -1.925 -0.625
H -0.018 -4.225 1.955
H -1.486 -4.849 1.203
H -0.009 -5.786 1.189
H 1.780 -6.682 -3.574
H 2.941 -5.972 -2.417
H 1.920 -5.008 -3.511
C -4.275 1.528 2.290
C -3.281 0.516 1.692
C -4.053 -0.798 1.678
C -5.112 -0.984 0.520
C -4.338 -0.755 -0.755
C -3.639 0.623 -0.841
N -2.771 0.809 0.336
O -2.149 1.944 0.261
C -2.806 0.481 -2.155
C -4.778 1.631 -1.114
C -2.169 0.206 2.724
H -5.175 1.606 1.683
H -3.907 2.542 2.463
H -4.584 1.263 3.301
H -3.315 -1.587 1.523
H -4.629 -0.952 2.592
H -5.955 -0.297 0.586
H -5.513 -1.996 0.496
H -5.044 -0.963 -1.569
H -3.607 -1.558 -0.895
H -1.879 -0.077 -2.006
H -3.306 -0.089 -2.941
H -2.628 1.425 -2.673
H -5.350 1.402 -2.011
H -5.461 1.709 -0.270
H -4.473 2.666 -1.287
H -2.537 0.056 3.735
H -1.626 1.164 2.701
H -1.565 -0.651 2.441
Cl 7.642 1.490 4.839
C 6.163 1.116 3.950
C 5.903 2.135 2.836
Cl 5.878 3.747 3.598
H 5.345 0.907 4.649
H 6.256 0.097 3.541
H 4.877 2.011 2.491
H 6.634 2.192 2.035


# 3
A 2-piece molecular cluster, C40H43BF6N2O6S overall in a non-equilibrium geometry, computed with wB97M-V/def2-TZVPD.

Output
- Kohn-Sham gap: 2.49 eV
- HOMO energy: -5.004 eV

Geometry (Å):
C -8.375 -0.433 -3.965
C -7.136 -0.966 -3.351
C -6.800 -2.284 -3.075
C -5.614 -2.419 -2.291
C -5.011 -1.198 -2.032
B -5.202 -1.178 0.546
C -4.268 -0.835 -0.726
C -3.929 0.602 -0.836
C -2.950 0.995 -1.701
C -2.857 2.443 -2.102
F -1.563 2.835 -2.361
F -3.574 2.677 -3.251
F -3.351 3.294 -1.156
C -2.137 0.074 -2.355
C -2.224 -1.261 -1.959
C -1.452 -2.253 -2.774
F -1.728 -3.532 -2.357
F -1.798 -2.204 -4.098
F -0.090 -2.077 -2.723
C -3.122 -1.703 -1.014
O -6.044 -0.221 1.068
C -7.196 -0.959 1.562
C -6.764 -2.429 1.570
O -5.452 -2.468 0.941
S -5.882 0.091 -2.795
H -8.809 -1.194 -4.625
H -9.128 -0.165 -3.204
H -8.146 0.464 -4.561
H -7.434 -3.107 -3.390
H -5.180 -3.354 -1.943
H -4.526 1.328 -0.298
H -1.454 0.387 -3.137
H -3.210 -2.746 -0.753
H -7.467 -0.576 2.553
H -8.035 -0.821 0.857
H -6.679 -2.824 2.590
H -7.437 -3.051 0.967
C 5.523 5.963 1.245
O 4.146 6.217 0.892
C 3.473 5.258 0.207
C 4.006 4.029 -0.177
C 3.139 2.950 -0.285
C 3.651 1.555 -0.109
C 3.320 1.138 1.342
C 4.514 1.384 2.265
O 5.008 2.467 2.576
N 4.929 0.159 2.710
C 6.217 0.048 3.364
C 4.278 -0.960 2.026
C 5.167 -1.462 0.882
C 3.983 -2.095 3.007
N 3.068 -0.287 1.512
C 1.977 -0.866 0.947
C 1.956 -2.174 0.475
C 0.918 -2.956 -0.045
C 1.172 -4.383 -0.231
C 0.511 -5.170 -1.205
C 0.962 -6.426 -1.596
C 2.110 -6.965 -1.003
C 2.726 -6.264 0.043
C 2.211 -5.050 0.490
C 1.758 3.130 -0.393
C 1.218 4.339 0.033
O -0.013 4.504 0.598
C -0.717 3.335 1.055
C 2.071 5.462 0.126
O 1.547 6.688 0.409
C 1.358 7.032 1.821
H 5.860 6.882 1.727
H 5.600 5.108 1.932
H 6.114 5.765 0.338
H 5.084 3.874 -0.245
H 3.152 0.871 -0.807
H 4.743 1.506 -0.264
H 2.467 1.698 1.762
H 6.350 0.907 4.030
H 6.242 -0.881 3.937
H 7.050 0.032 2.639
H 5.254 -0.689 0.106
H 6.166 -1.707 1.270
H 4.745 -2.363 0.433
H 3.406 -1.711 3.860
H 3.412 -2.888 2.518
H 4.925 -2.524 3.376
H 1.105 -0.214 0.839
H 2.941 -2.649 0.458
H -0.011 -2.494 -0.377
H -0.341 -4.760 -1.719
H 0.446 -6.979 -2.385
H 2.521 -7.911 -1.354
H 3.630 -6.664 0.505
H 2.647 -4.574 1.374
H 1.112 2.291 -0.662
H -1.680 3.683 1.429
H -0.872 2.636 0.222
H -0.152 2.838 1.859
H 0.916 8.025 1.777
H 0.674 6.311 2.292
H 2.331 7.050 2.332